23
Properties=species:S:1:pos:R:3 method="wB97M-V/def2-TZVPD" total_energy_ev=-21036.59312 total_charge=+1
I -4.2621 -0.4199 0.0146
N -2.0446 1.5523 -0.1667
N -0.2263 2.9253 -0.7629
N -0.3743 1.7400 1.3298
C -0.4544 -1.4086 -0.6766
C 1.9388 -2.1776 0.3637
C -0.4040 -2.4839 0.1254
C -2.6238 0.6529 0.5737
C 0.7787 -2.9302 0.6951
C 0.6915 -0.7200 -0.9760
C -0.7477 2.0582 0.1487
C 1.9276 -1.1256 -0.4869
H -0.3422 2.5878 -1.7404
H 2.9298 -0.6735 -0.8013
H 0.6906 -3.6512 1.4845
H 0.4991 2.3410 1.3464
H -2.0061 0.4886 1.4371
H -1.2459 -0.9904 -1.2171
H 0.5620 -0.0114 -1.8925
H -1.2703 -2.8758 0.4993
H 2.8894 -2.4687 0.6980
H 0.7553 3.1132 -0.5079
H -2.4717 1.8406 -1.0863


23
Properties=species:S:1:pos:R:3 method="wB97M-V/def2-TZVPD" total_energy_ev=-14912.71509 total_charge=-1
La 0.0200 0.0765 0.1173
O 0.0603 -0.8335 4.5825
O 0.3759 -0.9059 2.3336
N -1.2944 -1.2298 0.1464
C -0.1249 -0.3148 3.3919
C -0.3396 -2.2753 -0.3763
C 1.0497 -1.6178 -0.5716
C -0.1314 2.4533 -0.1010
C -1.1026 1.8546 -0.9550
C -0.4096 1.1284 -1.9652
C 0.9875 1.2662 -1.7279
C 1.1579 2.0914 -0.5800
H -2.2688 -1.5323 0.1414
H 2.1122 2.3639 -0.1251
H -0.8713 0.5318 -2.7542
H -0.6903 0.6006 3.2819
H -0.7159 -2.6655 -1.3426
H 1.7869 0.8179 -2.3183
H 1.4140 -1.6920 -1.6063
H -0.3435 3.0545 0.7845
H 1.8058 -1.9793 0.1415
H -2.1864 1.9241 -0.8424
H -0.2905 -3.1172 0.3439


Values of strongest force on any atom, in order: 3.51, 14.26, all in eV/A.
Values of LUMO energy, in order: -5.41, 2.75, all in eV.
Values of energy above the lowest of the compared OMol25 structures with the same formula, charge and spin, in order: 92.44, 608.36, all in kJ/mol.